Record 1
{
  "formula": "C48H42GeN6O6S5Sc",
  "method": "ωB97M-V with the def2-TZVPD basis set",
  "symbols": ["Sc", "C", "S", "C", "S", "N", "N", "C", "C", "C", "C", "C", "C", "N", "H", "H", "H", "H", "H", "H", "H", "H", "C", "C", "C", "C", "C", "C", "C", "S", "O", "O", "N", "C", "C", "C", "C", "C", "N", "H", "H", "H", "H", "H", "H", "H", "H", "H", "H", "H", "O", "S", "O", "N", "C", "S", "C", "C", "C", "C", "C", "C", "H", "H", "H", "H", "O", "C", "O", "C", "C", "Ge", "C", "C", "C", "C", "C", "C", "C", "C", "C", "C", "C", "C", "C", "C", "C", "C", "C", "C", "H", "H", "H", "H", "H", "H", "H", "H", "H", "H", "H", "H", "H", "H", "H", "H", "H", "H", "H"],
  "coordinates": [[0.15, 0.33, -0.60], [0.32, 5.76, -2.01], [-0.05, 5.40, -0.28], [-0.43, 3.67, -0.32], [-0.96, 2.87, -1.71], [-0.42, 3.17, 0.90], [-0.52, 1.84, 1.02], [-0.94, 1.39, 2.15], [-0.92, -0.04, 2.40], [-1.45, -0.57, 3.58], [-1.39, -1.93, 3.79], [-0.83, -2.74, 2.81], [-0.34, -2.14, 1.66], [-0.37, -0.82, 1.47], [0.29, 6.84, -2.12], [-0.44, 5.29, -2.64], [1.30, 5.37, -2.24], [-1.29, 2.07, 2.92], [-1.89, 0.10, 4.31], [-1.79, -2.37, 4.69], [-0.78, -3.81, 2.92], [0.11, -2.73, 0.88], [7.42, -2.78, -4.01], [6.03, -2.70, -3.45], [5.20, -3.82, -3.43], [3.94, -3.76, -2.86], [3.49, -2.57, -2.31], [4.28, -1.44, -2.35], [5.55, -1.51, -2.91], [1.90, -2.61, -1.49], [0.91, -2.72, -2.53], [1.98, -3.71, -0.55], [1.67, -1.21, -0.74], [2.42, -0.83, 0.35], [3.51, -1.53, 0.91], [4.18, -0.97, 1.97], [3.77, 0.26, 2.48], [2.67, 0.86, 1.90], [2.01, 0.34, 0.87], [7.84, -3.77, -3.84], [8.07, -2.05, -3.54], [7.43, -2.59, -5.09], [5.56, -4.75, -3.86], [3.30, -4.64, -2.81], [3.93, -0.51, -1.92], [6.18, -0.63, -2.91], [3.78, -2.50, 0.52], [5.02, -1.49, 2.41], [4.28, 0.73, 3.31], [2.30, 1.82, 2.26], [4.08, 1.37, -0.86], [3.10, 2.17, -1.55], [2.84, 3.47, -1.00], [1.69, 1.35, -1.82], [1.50, 1.13, -3.13], [0.20, 0.27, -3.68], [2.55, 1.69, -4.00], [2.61, 1.66, -5.38], [3.71, 2.24, -6.00], [4.73, 2.81, -5.25], [4.67, 2.84, -3.87], [3.56, 2.29, -3.27], [1.81, 1.20, -5.94], [3.77, 2.26, -7.08], [5.59, 3.23, -5.76], [5.46, 3.27, -3.27], [-3.06, -1.46, 0.29], [-2.80, -0.60, -0.54], [-1.60, -0.26, -0.93], [-3.90, 0.14, -1.28], [-4.17, -0.60, -2.60], [-4.84, -2.46, -2.38], [-6.55, -2.39, -1.38], [-6.54, -2.23, 0.00], [-7.72, -2.20, 0.73], [-8.94, -2.33, 0.07], [-8.97, -2.48, -1.31], [-7.78, -2.51, -2.03], [-5.32, -3.06, -4.21], [-5.87, -4.33, -4.41], [-6.22, -4.77, -5.67], [-6.02, -3.95, -6.78], [-5.46, -2.69, -6.60], [-5.12, -2.25, -5.33], [-3.76, -3.90, -1.61], [-2.45, -4.12, -2.03], [-1.73, -5.19, -1.52], [-2.31, -6.04, -0.58], [-3.61, -5.82, -0.16], [-4.33, -4.76, -0.68], [-3.55, 1.15, -1.47], [-4.80, 0.16, -0.67], [-3.26, -0.60, -3.21], [-4.95, -0.07, -3.16], [-5.58, -2.12, 0.51], [-7.70, -2.08, 1.80], [-9.86, -2.32, 0.64], [-9.91, -2.57, -1.82], [-7.80, -2.63, -3.10], [-6.03, -4.97, -3.55], [-6.65, -5.76, -5.80], [-6.29, -4.30, -7.77], [-5.29, -2.05, -7.46], [-4.68, -1.27, -5.21], [-1.97, -3.46, -2.74], [-0.71, -5.34, -1.84], [-1.73, -6.87, -0.18], [-4.06, -6.48, 0.57], [-5.35, -4.58, -0.34]],
  "lowdin_charge": [0.80, -0.43, 0.81, -1.12, 0.63, -0.11, -0.09, -0.07, -0.25, -0.02, -0.06, -0.04, -0.08, 0.06, 0.02, -0.01, 0.02, 0.13, 0.11, 0.10, 0.11, 0.11, -0.06, -0.28, -0.04, -0.05, -0.25, -0.04, -0.02, 0.58, -0.32, -0.32, -0.18, -0.41, -0.01, -0.06, -0.07, -0.12, 0.03, 0.07, 0.07, 0.08, 0.11, 0.12, 0.07, 0.12, 0.10, 0.11, 0.10, 0.12, -0.29, 0.65, -0.28, -0.25, -0.86, 0.74, -0.22, -0.02, -0.07, -0.08, -0.04, -0.20, 0.10, 0.10, 0.10, 0.12, 0.06, -0.60, -0.19, -0.16, -0.24, 1.06, -0.26, -0.12, -0.09, -0.11, -0.10, -0.10, -0.27, -0.12, -0.10, -0.11, -0.10, -0.10, -0.27, -0.09, -0.08, -0.10, -0.10, -0.11, 0.09, 0.11, 0.07, 0.07, 0.10, 0.10, 0.09, 0.10, 0.09, 0.10, 0.10, 0.09, 0.10, 0.09, 0.11, 0.10, 0.10, 0.09, 0.09],
  "charge": -1,
  "spin_multiplicity": 1,
  "max_force_ha_per_bohr": 0.03155,
  "relative_energy_ev": 0.956,
  "lumo_energy_ev": 1.99,
  "e_homo_ha": -0.185
}

=====

Record 2
{
  "formula": "C48H43F19GeN8OSSc",
  "method": "ωB97M-V with the def2-TZVPD basis set",
  "symbols": ["Sc", "C", "N", "C", "C", "C", "N", "C", "C", "F", "C", "F", "C", "C", "F", "C", "F", "H", "H", "H", "H", "H", "H", "H", "H", "H", "H", "H", "C", "N", "C", "C", "N", "C", "C", "C", "C", "C", "C", "C", "C", "C", "N", "C", "N", "C", "C", "N", "C", "C", "C", "N", "C", "C", "H", "H", "H", "H", "H", "H", "H", "H", "H", "H", "H", "H", "H", "H", "H", "H", "H", "H", "H", "H", "H", "H", "H", "H", "H", "H", "H", "H", "H", "H", "F", "C", "C", "C", "F", "C", "F", "C", "F", "C", "F", "Ge", "S", "C", "C", "F", "C", "F", "C", "F", "C", "F", "C", "F", "C", "C", "F", "C", "F", "C", "F", "C", "F", "C", "F", "O", "H", "H"],
  "coordinates": [[0.15, -1.45, -0.11], [-1.88, -0.19, -2.28], [-2.00, -0.89, -0.96], [-3.11, -0.20, -0.29], [-2.40, -2.31, -1.25], [-1.37, -3.01, -2.15], [0.04, -2.59, -1.77], [1.02, -3.18, -2.51], [2.11, -2.43, -2.98], [2.13, -1.10, -2.53], [3.14, -2.94, -3.75], [4.18, -2.18, -4.20], [3.00, -4.22, -4.25], [1.92, -5.02, -3.82], [1.81, -6.26, -4.40], [1.08, -4.58, -2.85], [0.13, -5.42, -2.40], [-2.83, -0.30, -2.87], [-1.69, 0.86, -2.09], [-1.12, -0.69, -2.85], [-3.98, 0.04, -0.94], [-3.52, -0.88, 0.51], [-2.74, 0.73, 0.14], [-2.43, -2.85, -0.30], [-3.43, -2.33, -1.61], [-1.51, -4.07, -2.01], [-1.64, -2.82, -3.24], [3.75, -4.57, -4.97], [-2.03, -2.75, 2.54], [-1.03, -3.57, 3.21], [-1.20, -3.93, 4.61], [0.11, -3.91, 2.55], [0.44, -3.32, 1.43], [1.61, -3.76, 0.74], [1.62, -5.06, 0.21], [2.59, -5.52, -0.64], [3.71, -4.70, -0.85], [3.78, -3.41, -0.29], [4.95, -2.64, -0.51], [5.07, -1.35, 0.05], [3.94, -0.78, 0.67], [2.76, -1.52, 0.94], [1.66, -0.87, 1.49], [1.74, -0.10, 2.58], [0.60, 0.48, 3.07], [-0.54, 0.77, 2.21], [0.48, 0.72, 4.53], [2.91, 0.03, 3.34], [3.31, 1.37, 3.89], [3.82, -1.09, 3.62], [2.69, -2.91, 0.51], [0.88, -4.93, 3.05], [2.30, -4.86, 3.45], [0.26, -6.17, 3.46], [-2.89, -3.39, 2.18], [-1.55, -2.20, 1.73], [-2.41, -2.06, 3.24], [-2.09, -4.58, 4.81], [-1.23, -2.98, 5.17], [-0.32, -4.49, 4.99], [0.82, -5.76, 0.50], [2.45, -6.47, -1.18], [4.54, -5.09, -1.47], [5.75, -3.01, -1.10], [6.06, -0.86, 0.04], [3.93, 0.27, 1.07], [-0.50, 0.07, 1.35], [-0.47, 1.80, 1.85], [-1.51, 0.63, 2.72], [1.30, 0.28, 5.07], [-0.45, 0.23, 4.82], [0.35, 1.81, 4.71], [2.57, 2.10, 3.52], [4.38, 1.63, 3.60], [3.33, 1.35, 5.02], [3.37, -2.03, 3.23], [3.96, -1.17, 4.71], [4.84, -0.98, 3.18], [2.78, -3.97, 3.04], [2.84, -5.78, 3.17], [2.34, -4.77, 4.57], [-0.83, -6.12, 3.35], [0.50, -6.37, 4.52], [0.63, -6.95, 2.80], [-4.26, 5.98, -3.04], [-4.54, 5.43, -1.81], [-3.51, 4.92, -1.07], [-3.85, 4.42, 0.16], [-2.81, 4.03, 0.95], [-5.17, 4.32, 0.61], [-5.45, 3.68, 1.76], [-6.17, 4.88, -0.14], [-7.43, 4.91, 0.31], [-5.85, 5.38, -1.38], [-6.91, 5.74, -2.19], [-1.63, 4.83, -1.79], [-0.68, 2.99, -0.98], [-0.68, 6.39, -1.05], [-1.26, 7.17, -0.04], [-2.61, 7.42, -0.10], [-0.55, 7.91, 0.95], [-1.23, 8.65, 1.83], [0.81, 8.19, 0.74], [1.47, 9.13, 1.43], [1.38, 7.59, -0.36], [2.70, 7.84, -0.54], [0.72, 6.69, -1.18], [1.45, 6.22, -2.20], [-1.90, 4.66, -3.69], [-2.58, 3.55, -4.31], [-3.09, 2.58, -3.52], [-2.70, 3.47, -5.68], [-3.15, 2.40, -6.37], [-2.41, 4.61, -6.47], [-2.68, 4.54, -7.78], [-1.68, 5.63, -5.91], [-1.27, 6.67, -6.64], [-1.51, 5.73, -4.52], [-0.88, 6.82, -4.07], [0.77, 0.38, -1.10], [0.24, 1.28, -1.17], [1.18, 0.36, -1.99]],
  "lowdin_charge": [1.11, -0.09, -0.31, -0.08, -0.19, -0.16, -0.09, -0.17, -0.09, 0.03, -0.20, 0.08, 0.08, -0.18, 0.08, -0.17, 0.09, 0.12, 0.01, 0.07, 0.11, 0.10, 0.07, 0.10, 0.14, 0.10, 0.15, 0.15, -0.02, -0.13, -0.03, -0.36, 0.08, -0.26, -0.03, -0.07, -0.01, -0.16, -0.01, -0.03, -0.02, -0.26, 0.03, -0.29, -0.13, -0.02, -0.02, -0.16, -0.03, -0.03, -0.09, -0.18, -0.01, -0.06, 0.13, 0.03, 0.08, 0.12, 0.10, 0.09, 0.13, 0.14, 0.13, 0.11, 0.12, 0.14, 0.03, 0.08, 0.11, 0.08, 0.08, 0.11, 0.09, 0.11, 0.10, 0.08, 0.10, 0.10, 0.06, 0.10, 0.11, 0.10, 0.10, 0.09, 0.08, -0.20, -0.14, -0.21, 0.02, -0.13, 0.11, -0.14, 0.14, -0.10, 0.09, 0.71, 0.25, -0.12, -0.18, 0.07, -0.13, 0.12, -0.12, 0.13, -0.14, 0.10, -0.21, 0.10, -0.15, -0.20, 0.07, -0.12, 0.10, -0.12, 0.13, -0.14, 0.13, -0.20, 0.10, -0.19, -0.11, 0.08],
  "charge": 1,
  "spin_multiplicity": 1,
  "max_force_ha_per_bohr": 0.05473,
  "relative_energy_ev": 0.417,
  "lumo_energy_ev": -3.12,
  "e_homo_ha": -0.361
}

=====

Gap between HOMO and LUMO, record by record: 7.0, 6.7 eV